C15H17CuF6N4O5S2 | the ωB97M-V functional and the def2-TZVPD basis

The calculation puts the gap between HOMO and LUMO at 8.5 eV. The value obtained for the molar mass is 575.0 g/mol. The total charge is 0. The LUMO energy comes out at 0.2 eV. As for the HOMO energy: -0.305 Eh. The calculation puts the energy at -114643.820 eV.

Cartesian coordinates (Å):
Cu  -15.722  -8.053  -43.517
C  -13.439  -11.012  -44.882
F  -13.874  -12.201  -45.279
F  -13.768  -10.818  -43.605
F  -12.112  -10.983  -44.997
S  -14.148  -9.667  -45.942
O  -13.231  -8.580  -45.762
O  -14.335  -10.177  -47.250
N  -15.565  -9.292  -45.222
S  -16.799  -9.672  -46.198
O  -17.031  -8.820  -47.325
O  -16.919  -11.077  -46.405
C  -18.208  -9.235  -45.088
F  -18.241  -7.943  -44.757
F  -19.332  -9.572  -45.695
F  -18.148  -9.958  -43.941
C  -19.076  -8.297  -40.934
C  -17.724  -7.653  -40.813
O  -16.951  -7.571  -41.761
N  -17.392  -7.180  -39.597
C  -16.148  -6.460  -39.375
H  -19.640  -7.901  -41.776
H  -19.644  -8.185  -40.013
H  -18.931  -9.355  -41.160
H  -18.065  -7.182  -38.852
H  -16.181  -5.949  -38.416
H  -15.984  -5.727  -40.162
H  -15.298  -7.142  -39.338
N  -15.697  -6.039  -44.371
C  -15.720  -5.851  -45.679
C  -15.728  -4.582  -46.243
C  -15.692  -3.485  -45.403
C  -15.712  -3.687  -44.037
C  -15.742  -4.983  -43.558
H  -15.663  -6.754  -46.276
H  -15.909  -4.480  -47.305
H  -15.589  -2.490  -45.817
H  -15.727  -2.865  -43.333
H  -15.789  -5.265  -42.513
N  -13.898  -8.370  -41.893
C  -12.588  -8.200  -41.967
C  -11.688  -9.097  -41.428
C  -12.170  -10.208  -40.757
C  -13.541  -10.395  -40.682
C  -14.360  -9.428  -41.222
H  -12.228  -7.318  -42.484
H  -10.624  -8.989  -41.591
H  -11.565  -10.950  -40.250
H  -13.964  -11.285  -40.238
H  -15.440  -9.492  -41.127

Here are the natural (NBO) charges for atoms 1 to 6, given in e: atom 1 (Cu): 0.889, atom 2 (C): 0.729, atom 3 (F): -0.299, atom 4 (F): -0.318, atom 5 (F): -0.307, atom 6 (S): 2.236